[1]
A 2-piece molecular cluster, C19H23FN overall. Source: the OMol25 dataset; level of theory: ωB97M-V with the def2-TZVPD basis set.

The HOMO-LUMO gap comes out at 5.52 eV. Its largest force on an atom is 0.10985 hartree/bohr. The HOMO energy comes out at -11.715 eV. The energy above the lowest of the compared OMol25 structures with the same formula, charge and spin is 1.0016 eV.

```
! RIJCOSX wB97M-V def2-TZVPD def2/J DEFGRID3
* xyz 1 1
F 5.61451 0.87316 2.13924
C 4.28996 0.53955 2.01781
C 3.92996 -0.80405 2.09424
C 2.58709 -1.12853 1.93198
C 1.61826 -0.14323 1.63135
C 0.26142 -0.58626 1.24678
C -0.96524 0.05550 1.74729
C -2.14878 -0.72753 1.75038
C -3.40092 -0.13169 1.86447
C -3.50411 1.25955 1.99940
C -2.34151 2.02682 2.13832
C -1.08307 1.41881 2.10765
C 2.03450 1.20074 1.55517
C 3.36532 1.55684 1.79265
H 4.67753 -1.57308 2.27686
H 2.25932 -2.16657 2.01607
H 0.17602 -1.67792 1.25958
H -2.05540 -1.81467 1.66912
H -4.29827 -0.75409 1.84370
H -4.48520 1.73632 2.03091
H -2.41149 3.10632 2.29001
H -0.19859 1.99806 2.36421
H 1.32125 1.97554 1.27491
H 3.67113 2.59983 1.77867
C -1.75423 0.67605 -1.77241
C -0.96028 -0.60278 -2.00179
C -1.81352 -1.81009 -1.64279
C -0.45959 -0.67302 -3.46576
C 0.94831 -0.06626 -3.43937
C 1.43179 -0.22651 -1.98370
N 0.28261 -0.63505 -1.21781
H -2.66480 0.65942 -2.38609
H -2.04948 0.76813 -0.72076
H -1.15883 1.55649 -2.04262
H -2.70099 -1.85279 -2.28437
H -1.22068 -2.72084 -1.78328
H -2.13441 -1.77032 -0.59528
H -0.38229 -1.72438 -3.75884
H -1.12979 -0.15359 -4.15592
H 1.62446 -0.55881 -4.14252
H 0.89211 1.00144 -3.68019
H 2.20141 -1.01604 -1.93757
H 1.90779 0.69897 -1.60963
H 0.22671 -0.38945 -0.20005
*
```


[2]
One molecule with the formula C19H23FN2O3S2. Source: the OMol25 dataset; level of theory: ωB97M-V with the def2-TZVPD basis set.

The HOMO-LUMO gap comes out at 9.27 eV. Its largest force on an atom is 0.01425 hartree/bohr. Its structure (SMILES) is CSCC[C@@H](NS(=O)(=O)c1ccccc1F)C(=O)N[C@H](C)c1ccccc1. The HOMO energy comes out at -8.730 eV. The energy above the lowest of the compared OMol25 structures with the same formula, charge and spin is 0.2189 eV.

```
! RIJCOSX wB97M-V def2-TZVPD def2/J DEFGRID3
* xyz 0 1
C 4.11506 3.18891 -0.18994
H 3.22681 3.75041 -0.46337
H 4.52773 3.55125 0.74742
H 4.85607 3.26850 -0.97790
S 3.71548 1.42362 -0.03222
C 2.59917 1.47932 1.40729
C 1.22757 2.04997 1.09032
C 0.40432 1.13730 0.18133
N 0.21189 -0.15921 0.81540
S 0.11944 -1.54717 -0.09157
O -0.54488 -2.51555 0.72357
O -0.38955 -1.29138 -1.41019
C 1.85456 -1.97358 -0.18694
C 2.67966 -1.49887 -1.18926
C 4.02993 -1.80959 -1.20932
C 4.55006 -2.60282 -0.20265
C 3.73159 -3.08429 0.80868
C 2.38462 -2.76745 0.81382
H 1.71304 -3.12931 1.57577
H 4.14307 -3.70335 1.59040
H 5.60153 -2.84491 -0.20748
H 4.64872 -1.41746 -1.99969
F 2.18036 -0.72211 -2.15950
H -0.45901 -0.15640 1.56826
H 0.92712 0.95667 -0.76060
C -0.99812 1.73458 -0.06775
O -1.47410 2.54460 0.70372
N -1.59072 1.21653 -1.15669
H -1.09198 0.44553 -1.59373
C -3.03841 1.09884 -1.36973
C -3.50264 -0.10065 -0.56874
C -3.79673 -1.29519 -1.21109
C -4.11628 -2.42682 -0.48237
C -4.13821 -2.37876 0.89971
C -3.84581 -1.19191 1.54866
C -3.52846 -0.05981 0.82043
H -3.28862 0.85854 1.33522
H -3.85880 -1.14884 2.62834
H -4.37550 -3.26406 1.47035
H -4.33714 -3.35100 -0.99557
H -3.76487 -1.34227 -2.29013
C -3.79731 2.38248 -1.05693
H -4.85514 2.22800 -1.25631
H -3.43083 3.18885 -1.68743
H -3.66730 2.67455 -0.02107
H -3.15668 0.87434 -2.43668
H 1.31413 3.02441 0.60740
H 0.67472 2.19539 2.02094
H 2.51102 0.44483 1.73895
H 3.09943 2.06535 2.17886
*
```


[3]
C19H23N2O8RuS2 as an isolated structure. Source: the OMol25 dataset; level of theory: ωB97M-V with the def2-TZVPD basis set.

The HOMO-LUMO gap (alpha / beta) comes out at 3.72 / 3.69 eV. Its largest force on an atom is 0.03578 hartree/bohr. The HOMO energy (alpha / beta) comes out at 0.395 / 0.426 eV. The energy above the lowest of the compared OMol25 structures with the same formula, charge and spin is 3.0416 eV.

```
! RIJCOSX wB97M-V def2-TZVPD def2/J DEFGRID3
* xyz -2 2
Ru -0.11940 0.73842 0.12825
O -2.12764 0.10367 1.78947
C -1.74481 0.31087 3.11422
C -0.75480 1.46032 3.28757
N 0.43259 1.32466 2.44935
C 1.18447 2.56251 2.39618
C 0.51567 3.57181 1.42050
O 0.66126 4.77705 1.60531
O -0.11030 3.03688 0.45924
C 1.26239 0.20154 2.84856
C 2.35136 -0.08352 1.78070
O 3.39532 -0.63983 2.11928
O 2.04148 0.26379 0.61816
H -2.69650 0.86815 1.52502
H -1.31508 -0.63242 3.46599
H -2.62634 0.52206 3.74301
H -0.47050 1.53556 4.35784
H -1.25696 2.39631 3.01073
H 2.17671 2.35008 1.98699
H 1.31262 3.01484 3.39692
H 0.64431 -0.70193 2.87666
H 1.71494 0.34449 3.85085
S -3.92696 2.54053 1.29127
C -3.65092 2.48698 -0.37551
N -2.30973 2.78316 -0.83519
C -2.30939 3.68003 -1.96993
C -3.27532 3.54637 -2.91796
C -4.39218 2.71814 -2.67259
C -4.58374 2.27329 -1.37093
H -1.77031 3.21133 -0.09348
H -1.43382 4.30494 -2.02088
H -3.20150 4.12411 -3.82950
H -5.13992 2.55964 -3.43719
H -5.52547 1.84115 -1.06504
C 4.62051 -5.56647 -1.90024
C 3.43173 -4.66442 -1.73601
C 3.49616 -3.53765 -0.92174
C 2.40351 -2.70649 -0.75695
C 1.22299 -3.00546 -1.40914
C 1.13700 -4.11359 -2.22950
C 2.23903 -4.94087 -2.39180
S -0.16612 -1.89760 -1.18652
O 0.26775 -0.63080 -1.79862
O -1.30435 -2.54424 -1.80737
O -0.24694 -1.68903 0.26514
H 5.49478 -5.15319 -1.40007
H 4.86926 -5.70659 -2.95323
H 4.42947 -6.55408 -1.47628
H 4.41666 -3.29703 -0.40485
H 2.47025 -1.82259 -0.14237
H 0.20170 -4.32026 -2.72581
H 2.16741 -5.81207 -3.03554
C -1.40778 1.56829 -1.21253
H -2.02391 0.91999 -1.85348
H -0.67064 2.07920 -1.85699
*
```


[4]
One molecule with the formula C19H23N3O3S. Source: the OMol25 dataset; level of theory: ωB97M-V with the def2-TZVPD basis set.

The HOMO-LUMO gap comes out at 9.15 eV. Its largest force on an atom is 0.01127 hartree/bohr. Its structure (SMILES) is CSCC[C@@H](NC(=O)OCc1ccccc1)C(=O)NCc1cccnc1. The HOMO energy comes out at -8.657 eV. The energy above the lowest of the compared OMol25 structures with the same formula, charge and spin is 0.8110 eV.

```
! RIJCOSX wB97M-V def2-TZVPD def2/J DEFGRID3
* xyz 0 1
C 6.50329 0.38812 -1.14996
H 7.56650 0.34333 -1.35980
H 6.16767 1.42146 -1.15861
H 5.96158 -0.20326 -1.88224
S 6.27711 -0.30745 0.51232
C 4.51621 0.07213 0.78636
C 3.58966 -0.81337 -0.03167
C 2.12059 -0.51743 0.26142
N 1.75379 0.80094 -0.20184
C 0.76780 1.51274 0.39158
O 0.17883 1.16831 1.38679
O 0.51842 2.64831 -0.29874
C -0.66699 3.33280 0.10653
C -1.90308 2.52600 -0.20457
C -1.96444 1.77296 -1.37081
C -3.08996 1.02344 -1.66386
C -4.17028 1.02746 -0.79910
C -4.11242 1.77269 0.36615
C -2.98302 2.51374 0.66620
H -2.93696 3.08567 1.58092
H -4.94978 1.77208 1.04754
H -5.04882 0.44414 -1.02812
H -3.12660 0.44084 -2.57260
H -1.12618 1.78324 -2.05474
H -0.61721 3.55095 1.17799
H -0.65386 4.26762 -0.46042
H 2.13183 1.13620 -1.07355
H 1.95014 -0.52781 1.34703
C 1.22257 -1.64251 -0.30134
O 1.58074 -2.79960 -0.28426
N 0.03238 -1.23880 -0.78697
H -0.24985 -0.27547 -0.69320
C -1.02875 -2.16946 -1.09358
C -2.24444 -1.95697 -0.23186
C -3.48938 -2.41841 -0.65187
N -4.59889 -2.28324 0.04773
C -4.52878 -1.67210 1.21867
C -3.34753 -1.16761 1.73706
C -2.18455 -1.31342 0.99881
H -1.25288 -0.92168 1.38017
H -3.32980 -0.67012 2.69368
H -5.46396 -1.58466 1.75577
H -3.59620 -2.92497 -1.60338
H -0.61962 -3.17337 -0.93090
H -1.30560 -2.08020 -2.15067
H 3.77073 -0.67029 -1.09992
H 3.77552 -1.86285 0.20140
H 4.36449 1.12939 0.56415
H 4.35849 -0.09109 1.85193
*
```


[5]
One molecule with the formula C19H23N3O5. Source: the OMol25 dataset; level of theory: ωB97M-V with the def2-TZVPD basis set.

The HOMO-LUMO gap comes out at 7.84 eV. Its largest force on an atom is 0.02916 hartree/bohr. Its structure (SMILES) is CCOc1cc(/C=C(\C#N)C(=O)NC[C@@H]2CCCO2)ccc1OCC(N)=O. The HOMO energy comes out at -8.470 eV. The energy above the lowest of the compared OMol25 structures with the same formula, charge and spin is 3.5772 eV.

```
! RIJCOSX wB97M-V def2-TZVPD def2/J DEFGRID3
* xyz 0 1
C 2.22094 2.58444 -1.44686
C 2.51559 2.38570 0.03547
O 3.34855 1.26640 0.28715
C 2.85256 0.00007 0.17977
C 1.50883 -0.28775 0.01435
C 1.02171 -1.59863 -0.03441
C 1.93657 -2.64797 0.09549
C 3.27650 -2.37900 0.24707
C 3.76562 -1.07334 0.28347
O 5.11168 -0.98379 0.45446
C 5.81551 0.21079 0.17567
C 7.32344 -0.05017 0.19144
O 8.11261 0.79964 -0.15028
N 7.67452 -1.27247 0.62581
H 8.64807 -1.52194 0.66448
H 6.96854 -1.94013 0.88191
H 5.55209 0.60979 -0.80924
H 5.60366 0.98454 0.92197
H 3.99260 -3.18061 0.33936
H 1.59110 -3.66960 0.06707
C -0.36954 -1.91161 -0.20592
C -1.43312 -1.09481 -0.39977
C -1.40850 0.30414 -0.45757
N -1.49629 1.45235 -0.51047
C -2.78830 -1.74085 -0.52253
O -2.94641 -2.92730 -0.32473
N -3.77418 -0.90226 -0.90909
H -3.56547 0.08050 -1.00308
C -5.16634 -1.25889 -0.82042
H -5.64139 -1.20804 -1.80625
H -5.20525 -2.28634 -0.45207
C -5.90640 -0.32858 0.15408
C -5.92677 1.15053 -0.29590
H -6.94152 1.54314 -0.23229
C -5.01964 1.85557 0.71596
H -3.98502 1.88492 0.37143
C -5.14552 0.93520 1.92939
H -6.05095 1.17966 2.50521
O -5.24364 -0.37246 1.40816
H -4.28157 0.96229 2.59452
H -5.34158 2.87085 0.93448
H -5.58219 1.26730 -1.32195
H -6.93258 -0.70923 0.26967
H -0.62178 -2.96682 -0.18145
H 0.80200 0.51933 -0.06065
H 3.09798 3.22969 0.41477
H 1.58734 2.31993 0.61418
H 1.66740 1.74184 -1.85385
H 3.15105 2.68965 -2.00030
H 1.62750 3.48436 -1.57770
*
```


[6]
One molecule with the formula C19H23N3O5. Source: the OMol25 dataset; level of theory: ωB97M-V with the def2-TZVPD basis set.

The HOMO-LUMO gap comes out at 7.89 eV. Its largest force on an atom is 0.02830 hartree/bohr. Its structure (SMILES) is CCOc1cc(/C=C(\C#N)C(=O)NC[C@@H]2CCCO2)ccc1OCC(N)=O. The HOMO energy comes out at -8.419 eV. The energy above the lowest of the compared OMol25 structures with the same formula, charge and spin is 3.3305 eV.

```
! RIJCOSX wB97M-V def2-TZVPD def2/J DEFGRID3
* xyz 0 1
C -0.86912 2.36270 -3.38364
C 0.48768 2.85543 -2.89237
O 1.55864 2.01700 -3.29148
C 1.76177 0.83512 -2.65261
C 1.06247 0.37558 -1.55764
C 1.36965 -0.85841 -0.96297
C 2.41536 -1.61338 -1.49573
C 3.12478 -1.16784 -2.59542
C 2.81221 0.04628 -3.18622
O 3.43490 0.58367 -4.26468
C 4.49761 -0.11201 -4.87190
C 5.03175 0.69342 -6.06325
O 5.94452 0.28275 -6.74123
N 4.39913 1.85945 -6.26313
H 4.68551 2.45279 -7.02305
H 3.64655 2.13598 -5.65480
H 5.32900 -0.26742 -4.17160
H 4.17498 -1.09245 -5.24657
H 3.92388 -1.77506 -2.98947
H 2.66861 -2.56343 -1.05090
C 0.65269 -1.38292 0.16625
C -0.46491 -0.92890 0.78449
C -1.20655 0.20325 0.41738
N -1.86702 1.11089 0.16100
C -0.97240 -1.72588 1.95236
O -0.41576 -2.74287 2.31968
N -2.09874 -1.24744 2.52215
H -2.45821 -0.34021 2.26161
C -2.66429 -1.82884 3.71320
H -3.72408 -2.04328 3.53917
H -2.12722 -2.75845 3.91268
C -2.52585 -0.86794 4.90439
C -3.13136 -1.45264 6.19474
H -2.36252 -1.74150 6.90677
C -4.02153 -0.32218 6.71418
H -4.89649 -0.68107 7.25022
C -4.38125 0.39983 5.41732
H -4.64341 1.44959 5.55234
O -3.20832 0.35038 4.63259
H -5.20880 -0.11363 4.90537
H -3.45252 0.34446 7.36223
H -3.73131 -2.33163 5.95611
H -1.46554 -0.61413 5.02604
H 1.05177 -2.29745 0.59355
H 0.27140 0.96794 -1.13392
H 0.72192 3.81903 -3.35370
H 0.48259 2.98585 -1.80410
H -0.85053 2.24045 -4.46387
H -1.63244 3.08919 -3.12122
H -1.12921 1.40994 -2.93035
*
```